Run one
Below is 2 unconnected molecules or ions with the total composition C5H12O2, with properties calculated with ωB97M-V/def2-TZVPD.

ORCA input file:
```
! RIJCOSX wB97M-V def2-TZVPD def2/J DEFGRID3
* xyz 0 1
C -0.67 -0.04 -2.40
C -0.81 -0.09 -1.07
C -0.34 -1.23 -0.21
C 1.00 -0.90 0.46
C 0.87 -0.22 1.82
O 0.12 -1.05 2.71
H -0.95 0.90 -2.87
H -0.33 -0.92 -2.91
H -1.49 0.61 -0.57
H -0.24 -2.14 -0.80
H -1.06 -1.36 0.60
H 1.64 -1.78 0.58
H 1.62 -0.30 -0.21
H 0.45 0.78 1.71
H 1.87 -0.16 2.26
H -0.70 -0.62 2.98
O -0.18 3.12 -0.93
H -0.45 3.21 -0.01
H -0.35 2.19 -1.15
*
```

As for the SMILES: C=CCCCO.O. The molar mass is 104.15 g mol⁻¹. The gap between HOMO and LUMO is 10.48 eV.

***

Run two
Below is 2 unconnected molecules or ions with the total composition C5H12O2, with properties calculated with ωB97M-V/def2-TZVPD.

ORCA input file:
```
! RIJCOSX wB97M-V def2-TZVPD def2/J DEFGRID3
* xyz 0 1
C 2.47 -1.41 0.65
C 1.76 -0.18 1.13
C 0.62 0.35 0.65
O 0.16 1.51 1.19
C -0.21 -0.22 -0.48
C -1.69 -0.32 -0.15
O -2.21 1.01 -0.06
H 3.46 -1.16 0.25
H 2.63 -2.12 1.47
H 1.93 -1.94 -0.14
H 2.23 0.38 1.94
H -0.73 1.68 0.84
H 0.15 -1.21 -0.75
H -0.10 0.42 -1.36
H -1.84 -0.85 0.80
H -2.21 -0.87 -0.95
H -3.11 0.98 0.30
H -1.54 2.04 -3.01
H -1.76 1.90 -2.32
*
```

As for the SMILES: C/C=C(/O)CCO.[H][H]. The molar mass is 104.15 g mol⁻¹. The gap between HOMO and LUMO is 8.77 eV.

***

Run three
Below is 2 unconnected molecules or ions with the total composition C5H12O2, with properties calculated with ωB97M-V/def2-TZVPD.

ORCA input file:
```
! RIJCOSX wB97M-V def2-TZVPD def2/J DEFGRID3
* xyz 0 1
C -0.55 -2.68 1.79
C -0.38 -2.76 0.48
C -1.12 -1.81 -0.42
C -0.17 -0.59 -0.69
C -0.69 0.67 -1.43
O 0.26 1.07 -2.41
H -0.16 -3.45 2.45
H -1.16 -1.97 2.34
H 0.38 -3.35 -0.02
H -2.08 -1.40 -0.10
H -1.31 -2.26 -1.40
H 0.23 -0.27 0.28
H 0.74 -0.96 -1.18
H -0.80 1.45 -0.68
H -1.54 0.44 -2.07
H 1.11 1.28 -2.01
O 2.38 5.89 1.63
H 1.76 5.22 1.32
H 3.11 5.48 2.09
*
```

As for the SMILES: C=CCCCO.O. The molar mass is 104.15 g mol⁻¹. The gap between HOMO and LUMO is 9.96 eV.

***

Run four
Below is 2 unconnected molecules or ions with the total composition C5H12O2, with properties calculated with ωB97M-V/def2-TZVPD.

ORCA input file:
```
! RIJCOSX wB97M-V def2-TZVPD def2/J DEFGRID3
* xyz 0 1
C 2.24 0.41 1.06
C 1.14 0.75 0.05
C 0.33 -0.44 -0.39
C -0.88 -0.41 -0.94
C -1.63 0.84 -1.31
O -1.43 -1.60 -1.36
H 1.80 0.04 1.99
H 2.91 -0.36 0.67
H 2.84 1.30 1.29
H 0.48 1.51 0.50
H 1.58 1.22 -0.83
H 0.79 -1.42 -0.26
H -1.41 1.08 -2.35
H -2.71 0.74 -1.21
H -1.32 1.70 -0.70
H -2.39 -1.55 -1.30
O -0.74 -0.92 2.11
H -0.42 -1.82 1.97
H -0.97 -0.63 1.21
*
```

As for the SMILES: CC/C=C(\C)O.O. The molar mass is 104.15 g mol⁻¹. The gap between HOMO and LUMO is 9.47 eV.

***

Which structure loses on stability? run three does.

***

Run one
Below is 2 unconnected molecules or ions with the total composition C5H12O2, with properties calculated with ωB97M-V/def2-TZVPD.

ORCA input file:
```
! RIJCOSX wB97M-V def2-TZVPD def2/J DEFGRID3
* xyz 0 1
C -1.09 0.82 -1.03
C -0.23 1.03 0.21
C -0.56 2.34 0.91
C -0.36 -0.20 1.16
C 0.68 -1.23 0.80
O 1.28 -1.90 1.60
H -0.86 1.57 -1.78
H -2.13 0.80 -0.76
H -0.84 -0.11 -1.56
H 0.81 1.09 -0.11
H 0.12 2.52 1.74
H -0.51 3.14 0.18
H -1.59 2.34 1.27
H -1.36 -0.60 0.98
H -0.22 0.02 2.22
H 0.91 -1.34 -0.28
O 2.21 -3.26 -1.57
H 2.47 -3.70 -2.39
H 1.25 -3.32 -1.59
*
```

As for the SMILES: CC(C)CC=O.O. The molar mass is 104.15 g mol⁻¹. The gap between HOMO and LUMO is 10.28 eV.

***

Run two
Below is 2 unconnected molecules or ions with the total composition C5H12O2, with properties calculated with ωB97M-V/def2-TZVPD.

ORCA input file:
```
! RIJCOSX wB97M-V def2-TZVPD def2/J DEFGRID3
* xyz 0 1
C 2.46 -1.45 0.67
C 1.76 -0.21 1.15
C 0.64 0.35 0.67
O 0.19 1.51 1.22
C -0.17 -0.17 -0.50
C -1.66 -0.28 -0.20
O -2.18 1.04 -0.03
H 3.46 -1.21 0.30
H 2.58 -2.18 1.48
H 1.93 -1.95 -0.15
H 2.22 0.31 1.99
H -0.70 1.69 0.88
H 0.19 -1.15 -0.81
H -0.05 0.51 -1.35
H -1.82 -0.87 0.72
H -2.17 -0.78 -1.03
H -3.07 0.99 0.33
H -1.71 1.98 -3.02
H -1.88 1.86 -2.31
*
```

As for the SMILES: C/C=C(/O)CCO.[H][H]. The molar mass is 104.15 g mol⁻¹. The gap between HOMO and LUMO is 8.78 eV.

***

Which structure loses on stability? run two does.

***

Run one
Below is 3 unconnected molecules or ions with the total composition C5H12O2, with properties calculated with ωB97M-V/def2-TZVPD.

ORCA input file:
```
! RIJCOSX wB97M-V def2-TZVPD def2/J DEFGRID3
* xyz 0 1
C 1.99 -0.56 -1.14
C 0.89 -0.07 -1.73
C 0.10 1.06 -1.17
C 0.72 1.93 -0.37
C -1.33 1.26 -1.65
H 2.21 -0.21 -0.14
H 2.49 -1.44 -1.50
H 0.48 -0.56 -2.60
H 0.20 2.72 0.16
H 1.80 2.05 -0.29
H -1.30 2.14 -2.29
H -1.64 0.30 -2.07
H -1.97 1.49 -0.80
O -1.01 -0.70 1.19
H -0.61 -0.96 2.03
H -0.25 -0.22 0.82
O -1.11 -3.05 3.88
H -0.37 -2.82 4.44
H -1.30 -2.36 3.23
*
```

As for the SMILES: C=CC(=C)C.O.O. The molar mass is 104.15 g mol⁻¹. The gap between HOMO and LUMO is 9.50 eV.

***

Run two
Below is 2 unconnected molecules or ions with the total composition C5H12O2, with properties calculated with ωB97M-V/def2-TZVPD.

ORCA input file:
```
! RIJCOSX wB97M-V def2-TZVPD def2/J DEFGRID3
* xyz 0 1
C -1.27 -0.49 1.49
O -0.09 -0.36 0.72
C -0.19 0.50 -0.43
C -0.71 1.89 -0.07
C 1.20 0.58 -1.04
C 1.81 -2.66 -0.54
O 0.52 -2.61 -0.68
H -1.52 0.45 2.00
H -1.06 -1.25 2.25
H -2.12 -0.82 0.88
H -0.89 0.03 -1.14
H -0.06 2.37 0.67
H -1.73 1.87 0.31
H -0.71 2.51 -0.98
H 1.92 0.93 -0.29
H 1.20 1.28 -1.88
H 1.54 -0.39 -1.43
H 2.05 -1.91 0.27
H 0.10 -1.92 -0.10
*
```

The molar mass is 104.15 g mol⁻¹. The gap between HOMO and LUMO is 9.02 eV.

***

Run three
Below is a molecular structure, C5H12O2, with properties calculated with ωB97M-V/def2-TZVPD.

ORCA input file:
```
! RIJCOSX wB97M-V def2-TZVPD def2/J DEFGRID3
* xyz 0 1
C -2.04 -0.11 0.88
O -0.66 0.18 0.67
C -0.44 0.25 -1.21
C -0.31 1.49 1.12
C 1.05 0.06 -1.35
C 1.71 -1.22 -0.84
O 1.77 -1.28 0.58
H -2.66 0.61 0.33
H -2.25 -0.06 1.96
H -2.21 -1.12 0.51
H -0.87 -0.77 -1.33
H 0.78 1.55 1.11
H -0.69 1.64 2.13
H -0.74 2.22 0.42
H 1.61 0.93 -0.98
H 1.16 0.10 -2.45
H 1.18 -2.09 -1.25
H 2.75 -1.28 -1.18
H 0.87 -1.12 0.89
*
```

The molar mass is 104.15 g mol⁻¹. The gap between HOMO and LUMO is 8.60 eV.

***

Run four
Below is C5H12O2 in the gas phase, with properties calculated with ωB97M-V/def2-TZVPD.

ORCA input file:
```
! RIJCOSX wB97M-V def2-TZVPD def2/J DEFGRID3
* xyz 0 1
C -0.75 0.35 2.57
C 0.25 -0.03 1.48
C -0.37 0.04 0.08
O -0.95 1.29 -0.18
C 0.66 -0.30 -1.02
C 0.01 -0.95 -2.22
O 1.30 0.93 -1.34
H -1.07 1.39 2.43
H -1.65 -0.28 2.51
H -0.32 0.24 3.57
H 1.13 0.61 1.52
H 0.60 -1.06 1.64
H -1.19 -0.69 0.03
H -0.24 1.84 -0.54
H 1.42 -0.99 -0.60
H -0.83 -0.35 -2.57
H 0.72 -1.09 -3.05
H -0.37 -1.95 -1.95
H 1.79 0.82 -2.17
*
```

As for the SMILES: CC[C@@H](O)[C@@H](C)O. The molar mass is 104.15 g mol⁻¹. The gap between HOMO and LUMO is 10.72 eV.

***

Which structure loses on stability? run three does.